16
Properties=species:S:1:pos:R:3:forces:R:3 method="wB97M-V/def2-TZVPD" energy_ev=-10338.2130 de_lowest_kj_mol=571.49 charge=+1
C 2.948981 0.351483 0.985893 1.00 0.59 1.75
C -2.503678 -0.719574 -0.104690 2.82 -0.20 -3.53
C -1.385945 -1.131010 -0.876196 -4.61 0.20 1.72
C -2.324226 0.327170 0.804667 -1.32 -0.72 2.21
C -0.111609 0.709514 0.272423 -1.21 -1.63 -2.49
C -0.136961 -0.675571 -0.579785 5.90 3.67 2.65
C 2.931009 1.077067 0.042720 -0.49 0.47 -3.10
N -1.241622 1.023037 0.805219 2.59 1.54 -0.31
N 1.019780 -0.992899 -1.016894 -5.32 -3.07 -3.38
H -3.364218 -1.161064 -0.507773 -1.71 -0.26 0.61
H -1.600708 -1.846450 -1.614266 0.34 -1.27 -0.69
H -2.993580 0.504154 1.677326 0.27 -0.19 -0.87
H 0.711408 1.344057 -0.189169 -1.58 -0.06 1.74
H 3.423542 0.438651 1.919530 -0.03 -1.13 1.37
H 2.811830 1.404349 -0.970303 0.26 0.41 0.12
H 1.815995 -0.652907 -0.648696 3.09 1.65 2.19